Below is the molecule ClH2PS in a non-equilibrium geometry, with properties calculated with the ωB97M-V functional and the def2-TZVPD basis.

Results
Largest force on an atom = 2.3 eV/A
Relative energy (zero: lowest compared OMol25 entry of this formula, charge and spin) = 0.154 eV
Orbital gap = 9.64 eV

Geometry as ORCA input:
```
! wB97M-V def2-TZVPD RIJCOSX def2/J DEFGRID3
* xyz 0 1
S -1.62513 1.01271 0.10230
P 0.03014 0.05502 0.06773
Cl -0.11126 -1.89831 -0.09746
H 0.59810 0.41081 -1.11463
H 1.10815 0.41978 1.04207
*
```

Below is a cluster of 2 separate species, ClH2PS3 in total in a non-equilibrium geometry, with properties calculated with the ωB97M-V functional and the def2-TZVPD basis.

Results
Largest force on an atom = 4.6 eV/A
Relative energy (zero: lowest compared OMol25 entry of this formula, charge and spin) = 1.022 eV
Orbital gap = 7.76 eV

Geometry as ORCA input:
```
! wB97M-V def2-TZVPD RIJCOSX def2/J DEFGRID3
* xyz 0 1
P -2.14148 0.68002 1.66051
S -3.18879 2.28503 1.25984
S -0.63420 0.68505 2.88847
S -2.21638 -0.88587 0.19198
Cl 0.21480 2.11535 -0.65764
H -1.11248 2.43443 -0.91961
H -1.14968 -1.43184 0.47798
*
```

Record-wise HOMO energy values, in eV: -9.237 -9.607